Record 1
A structure of composition C40H34BF7FeN18. Source: the Open Molecules 2025 dataset; level of theory: ωB97M-V/def2-TZVPD.

Last column: Mulliken charge in e.
CARTESIAN COORDINATES (ANGSTROEM)
Fe 0.1312 0.5927 0.4261  0.01
C -2.5760 -1.7731 0.7920  -0.22
C -1.9922 -1.0561 1.9658  0.31
C -2.3135 -1.2370 3.3143  -2.03
C -1.5244 -0.3337 3.9930  0.11
N -0.7894 0.3419 3.0971  0.79
N -1.0563 -0.1086 1.8493  0.35
B 0.2449 1.4868 3.3387  0.01
N -0.1341 2.6527 2.3855  0.56
C -0.3042 3.9553 2.6449  0.08
C -0.6247 4.5912 1.4669  -1.93
C -0.6317 3.5858 0.4954  0.57
C -1.0008 3.7525 -0.9438  -1.20
N -0.3058 2.4136 1.0654  0.52
N 1.6289 0.9714 2.8730  0.47
C 2.8432 0.9813 3.4358  -0.11
C 3.7410 0.4464 2.5354  -1.79
C 2.9874 0.1115 1.4121  0.62
C 3.5119 -0.5713 0.1878  -1.50
N 1.7031 0.4518 1.6121  0.78
N 0.1533 1.9445 4.7652  0.51
C -0.9509 2.4658 5.3644  -0.38
C -0.6276 2.7571 6.6611  -1.44
C 0.7270 2.3768 6.7873  0.73
C 1.6020 2.4704 7.9972  -1.30
N 1.1889 1.8912 5.6500  -1.27
H -2.5949 -2.8486 0.9739  0.41
H -3.6035 -1.4512 0.6159  0.48
H -1.9946 -1.5930 -0.1095  -0.73
H -3.0305 -1.9217 3.7330  0.54
H -1.4443 -0.1225 5.0459  0.58
H -0.1938 4.3367 3.6464  0.58
H -0.8471 5.6350 1.3265  0.55
H -0.5147 4.6334 -1.3627  0.36
H -0.7216 2.8951 -1.5450  0.03
H -2.0766 3.9067 -1.0442  0.40
H 2.9595 1.3463 4.4409  0.66
H 4.7956 0.2868 2.6809  0.59
H 4.5231 -0.2242 -0.0230  0.43
H 3.5739 -1.6511 0.3424  0.31
H 2.8997 -0.3922 -0.6908  0.22
H -1.8756 2.5937 4.8231  0.62
H -1.2647 3.1814 7.4180  0.45
H 1.0621 2.9174 8.8289  0.37
H 1.9453 1.4826 8.3040  0.30
H 2.4819 3.0799 7.7935  0.31
F -2.7747 -4.6732 -6.2790  -0.27
C -2.9694 -4.8910 -4.9972  -0.13
C -3.2746 -6.1533 -4.5916  0.36
F -3.3752 -7.0900 -5.4898  -0.25
C -3.4620 -6.4933 -3.1948  -0.10
C -3.3180 -5.3910 -2.2638  0.18
C -3.0225 -4.1428 -2.6949  0.31
F -2.9184 -3.1591 -1.8067  0.02
C -2.8407 -3.8256 -4.0670  0.86
C -2.5574 -2.4977 -4.4874  0.11
C -2.2843 -1.4846 -3.6177  0.69
N -1.8921 -0.6358 -2.9004  -0.04
C -2.5829 -2.0693 -5.8605  -0.57
N -2.6319 -1.7189 -6.9523  -0.38
F -3.5033 -5.5921 -0.9881  -0.27
C -3.7373 -7.7720 -2.7861  1.52
C -3.9268 -8.8655 -3.6858  -0.27
N -4.1002 -9.7892 -4.3482  -0.29
C -3.8715 -8.1426 -1.4109  -0.26
N -3.9445 -8.4502 -0.3059  -0.34
F -1.8176 0.7379 -1.1025  -0.18
C -2.5616 0.4321 -2.1583  0.55
F -3.7427 0.0232 -1.7513  -0.26
F -2.6730 1.4755 -2.9441  -0.22
N 1.6768 -6.3808 -1.5213  -0.46
C 1.4867 -5.2841 -1.2406  -0.38
C 1.1923 -3.9207 -0.8803  0.47
C 1.0684 -3.5452 0.4499  -1.24
C 0.7312 -2.2346 0.7388  -0.04
N 0.5072 -1.3110 -0.2086  1.25
C 0.6642 -1.6808 -1.4865  -0.22
C 1.0053 -2.9627 -1.8690  -1.27
H 1.2268 -4.2553 1.2491  0.65
H 0.6378 -1.9092 1.7633  0.29
H 0.5211 -0.9082 -2.2275  0.42
H 1.1364 -3.2063 -2.9143  0.71
C 2.5438 5.1003 -3.8068  -1.48
C 3.3984 4.9886 -2.5491  0.77
C 2.6885 5.5723 -1.3311  -1.25
C 3.8640 3.5544 -2.2934  -1.23
N 2.7544 2.6457 -1.9640  0.90
C 2.2259 2.3493 -0.7807  -1.01
N 1.2451 1.4974 -0.9833  1.05
N 1.1877 1.2863 -2.3145  -0.07
N 2.0864 1.9772 -2.9089  -1.16
H 2.2984 6.1436 -4.0033  0.44
H 1.6032 4.5552 -3.6984  0.24
H 3.0613 4.7072 -4.6826  0.38
H 4.3238 5.5499 -2.7054  0.35
H 1.7203 5.0912 -1.1704  0.11
H 2.4974 6.6348 -1.4766  0.45
H 3.2814 5.4686 -0.4190  0.35
H 4.5539 3.5129 -1.4513  0.39
H 4.3497 3.1244 -3.1671  0.43
H 2.5347 2.7570 0.1675  0.67

Atomic forces in eV per Å
Fe -0.01 -0.01 -0.14
C 0.02 0.02 0.07
C 0.02 -0.04 0.02
C -0.01 0.00 -0.03
C -0.01 0.03 -0.03
N 0.04 -0.03 0.04
N -0.11 -0.05 0.10
B -0.01 -0.01 -0.09
N -0.01 -0.06 0.01
C -0.02 0.01 0.06
C -0.04 0.03 -0.05
C 0.08 -0.05 0.07
C 0.04 0.01 0.04
N -0.20 0.38 -0.02
N -0.08 -0.01 -0.06
C 0.07 -0.06 0.03
C -0.01 -0.05 0.09
C -0.03 0.02 -0.07
C -0.01 0.07 -0.03
N 0.20 0.14 0.21
N 0.16 0.01 0.05
C -0.02 0.03 0.02
C -0.04 -0.01 -0.04
C 0.11 0.00 0.12
C -0.02 -0.02 -0.05
N -0.13 -0.01 -0.08
H 0.00 0.01 0.01
H 0.00 0.01 0.00
H 0.01 0.00 0.04
H 0.00 0.00 -0.01
H 0.01 0.00 0.00
H 0.01 0.00 -0.02
H 0.00 -0.01 0.00
H -0.01 0.02 0.01
H 0.02 -0.03 -0.05
H 0.00 -0.02 0.02
H 0.00 0.01 0.00
H -0.01 0.01 0.00
H 0.00 -0.01 0.02
H -0.02 0.01 0.01
H 0.00 0.02 -0.03
H 0.00 -0.01 0.01
H 0.00 0.00 -0.01
H -0.01 0.00 0.00
H -0.01 0.00 0.00
H 0.00 0.00 0.00
F 0.00 0.04 -0.07
C -0.02 0.02 0.09
C -0.01 -0.02 0.22
F 0.00 -0.07 -0.06
C 0.09 0.24 -0.08
C -0.04 -0.14 -0.24
C 0.04 -0.03 -0.09
F -0.02 0.00 0.02
C -0.03 -0.08 0.02
C 0.00 0.38 -0.19
C 0.09 -0.40 0.19
N -0.30 0.30 -0.04
C -0.02 -0.19 -0.03
N 0.04 0.10 0.05
F 0.01 -0.03 0.16
C -0.13 -0.22 0.04
C 0.04 0.06 0.06
N 0.00 -0.01 0.00
C 0.09 0.16 -0.06
N -0.05 -0.07 -0.02
F 0.00 0.01 0.10
C 0.13 -0.08 -0.36
F -0.11 0.03 0.06
F 0.01 -0.03 0.08
N -0.05 0.01 -0.06
C -0.01 0.04 0.10
C 0.04 -0.10 -0.06
C -0.06 0.03 0.04
C -0.02 -0.07 -0.09
N 0.21 -0.20 0.04
C -0.08 0.07 0.02
C -0.05 0.00 -0.02
H 0.01 0.01 0.00
H -0.01 0.04 0.03
H 0.09 0.04 0.00
H 0.01 0.00 0.00
C 0.01 0.01 0.00
C 0.00 0.01 0.03
C 0.03 0.02 0.01
C -0.08 0.00 0.00
N 0.05 0.07 -0.04
C -0.12 0.13 0.05
N 0.19 -0.32 -0.15
N -0.02 0.06 0.00
N -0.01 -0.09 0.04
H 0.00 0.00 0.01
H -0.01 -0.01 0.00
H 0.00 -0.01 0.01
H 0.01 -0.01 -0.02
H -0.01 -0.01 0.03
H -0.01 -0.01 -0.01
H 0.00 0.00 -0.01
H 0.00 -0.01 0.00
H 0.00 0.02 -0.01
H 0.04 -0.06 0.00

Results
ΔE to the lowest compared entry with this formula, charge and spin = 5.1 kcal/mol
Charge = +2
E_HOMO = -12.814 eV
Gap between HOMO and LUMO = 3.3 eV
LUMO level = -9.512 eV
2S+1 = 1

---

Record 2
A structure of composition C29H25N4O4V at a distorted geometry. Source: the Open Molecules 2025 dataset; level of theory: ωB97M-V/def2-TZVPD.

Last column: natural (NBO) charge in e.
CARTESIAN COORDINATES (ANGSTROEM)
V -0.4218 -0.0186 -0.2124  1.57
C -2.3827 2.3207 1.7192  -0.63
C -1.1336 3.0573 1.3121  -0.01
C -0.6688 4.1075 2.0796  -0.19
C 0.4550 4.8291 1.6943  -0.14
C 1.1236 4.5060 0.5287  -0.20
C 0.7085 3.4473 -0.2690  -0.01
C 1.3888 3.1990 -1.5876  -0.64
C -0.4190 2.7189 0.1381  0.13
N -0.9642 1.6813 -0.6741  -0.54
C -2.1362 2.0217 -1.3845  0.64
O -2.4819 3.1292 -1.6538  -0.43
C -2.8629 0.7694 -1.7148  0.12
C -4.1080 0.6576 -2.3021  -0.15
C -4.6538 -0.6149 -2.4324  -0.09
C -3.9345 -1.7243 -1.9988  -0.15
C -2.6951 -1.5087 -1.4297  0.12
N -2.1815 -0.2888 -1.2815  -0.44
C -1.7689 -2.5228 -0.8593  0.64
O -1.9319 -3.7030 -0.8401  -0.43
N -0.6515 -1.8416 -0.3424  -0.56
C 0.2430 -2.6010 0.4671  0.12
C 1.3882 -3.1796 -0.1063  -0.01
C 1.6862 -3.0918 -1.5787  -0.64
C 2.1966 -3.9704 0.6995  -0.21
C 1.8787 -4.1957 2.0265  -0.14
C 0.7194 -3.6561 2.5687  -0.19
C -0.1287 -2.8753 1.8048  0.00
C -1.4397 -2.4017 2.3724  -0.64
H -2.5637 2.4483 2.7839  0.26
H -2.3333 1.2484 1.5143  0.19
H -3.2512 2.7255 1.1922  0.24
H -1.1961 4.3733 2.9868  0.24
H 0.7953 5.6595 2.2981  0.24
H 1.9635 5.1062 0.2008  0.23
H 1.3827 4.1169 -2.1759  0.26
H 0.8833 2.4363 -2.1757  0.20
H 2.4340 2.9176 -1.4424  0.22
H -4.6222 1.5510 -2.6301  0.28
H -5.6396 -0.7417 -2.8600  0.27
H -4.3145 -2.7332 -2.0867  0.28
H 0.9838 -2.4592 -2.1179  0.20
H 1.6189 -4.0913 -2.0109  0.26
H 2.7031 -2.7378 -1.7507  0.23
H 3.0659 -4.4448 0.2604  0.23
H 2.5153 -4.8254 2.6334  0.24
H 0.4593 -3.8639 3.5986  0.24
H -1.4503 -2.5285 3.4524  0.25
H -2.2571 -3.0027 1.9646  0.24
H -1.6505 -1.3546 2.1611  0.20
O 1.7604 0.2043 2.8980  -0.40
C 1.3913 0.2027 1.7791  0.76
O 0.1054 0.2117 1.3489  -0.58
C 2.2520 0.1702 0.5439  0.10
C 3.6228 0.2036 0.5424  -0.17
C 4.2759 0.1714 -0.6888  -0.08
C 3.5269 0.1036 -1.8544  -0.21
C 2.1452 0.0563 -1.7730  0.11
N 1.5155 0.0856 -0.5937  -0.49
H 4.1551 0.2566 1.4827  0.28
H 5.3565 0.2030 -0.7329  0.27
H 4.0037 0.0842 -2.8241  0.27
H 1.5393 -0.0035 -2.6680  0.24

Atomic forces in eV per Å
V -0.48 -0.17 -2.00
C 0.04 0.18 -0.08
C 0.08 -0.21 -0.19
C 0.03 -0.03 0.05
C 0.03 -0.01 -0.05
C 0.08 0.06 0.06
C -0.31 -0.32 -0.24
C 0.00 0.11 0.08
C 0.22 0.84 0.49
N 0.12 -0.36 0.00
C -0.51 0.05 -0.41
O 0.10 -0.04 0.08
C -0.08 -0.03 0.05
C 0.14 0.06 -0.02
C -0.03 -0.01 -0.03
C 0.13 -0.02 0.00
C -0.03 -0.01 0.01
N -0.85 -0.05 -0.18
C -0.49 -0.18 -0.36
O 0.08 0.06 0.05
N 0.05 0.28 0.07
C 0.50 -0.69 0.49
C -0.32 0.18 -0.13
C 0.04 -0.07 0.10
C 0.08 0.00 0.05
C 0.01 0.01 -0.05
C 0.03 0.01 0.06
C -0.05 0.24 -0.26
C 0.06 -0.16 -0.03
H -0.02 -0.06 0.01
H -0.04 -0.03 0.06
H -0.01 -0.04 -0.01
H 0.00 0.00 -0.01
H -0.01 0.00 0.00
H 0.02 -0.02 0.04
H 0.03 -0.01 -0.02
H 0.02 -0.01 -0.04
H 0.00 -0.02 -0.04
H -0.02 -0.01 0.01
H 0.02 0.00 -0.03
H 0.00 0.00 0.02
H 0.01 0.02 -0.04
H -0.01 0.02 -0.04
H 0.00 0.00 -0.06
H 0.01 0.01 0.02
H 0.01 0.02 0.02
H -0.01 -0.01 -0.01
H -0.02 0.02 0.01
H -0.01 0.03 0.01
H -0.03 0.06 0.02
O -0.43 0.06 -0.18
C 1.97 -0.13 0.27
O -0.78 0.25 2.29
C 0.00 -0.01 0.02
C -0.13 0.03 0.07
C -0.09 -0.01 -0.12
C 0.10 0.01 0.14
C -0.01 0.00 -0.13
N 0.89 0.11 0.04
H -0.01 0.01 0.01
H 0.00 0.00 0.00
H -0.03 0.00 -0.02
H -0.05 0.00 0.03

Results
ΔE to the lowest compared entry with this formula, charge and spin = 13.9 kcal/mol
Charge = +2
E_HOMO = -14.593 eV
Gap between HOMO and LUMO = 5.8 eV
LUMO level = -8.838 eV
2S+1 = 1

---

Record 3
A structure of composition C25H19AsBr2ClF6NO3Pt at a distorted geometry. Source: the Open Molecules 2025 dataset; level of theory: ωB97M-V/def2-TZVPD.

Last column: natural (NBO) charge in e.
CARTESIAN COORDINATES (ANGSTROEM)
Pt 0.2914 0.1730 0.4201  1.51
C -2.7718 1.2251 1.1503  -0.68
C -1.7135 1.7546 2.0601  0.33
C -2.0465 2.6428 3.1043  -0.21
C -1.0867 3.1488 3.9384  -0.08
C 0.2647 2.7897 3.7459  -0.13
C 1.3638 3.2354 4.5214  0.03
Br 1.0922 4.4022 5.9628  0.21
C 2.6383 2.8162 4.2289  -0.27
C 2.8823 1.9526 3.1555  -0.08
Br 4.6031 1.3841 2.7356  0.27
C 1.8297 1.5081 2.3582  0.40
O 1.9940 0.7441 1.3076  -0.50
C 0.5358 1.9147 2.6904  0.11
N -0.4470 1.4067 1.8885  -0.40
H -3.6223 0.8715 1.7325  0.25
H -2.4038 0.4126 0.5290  0.28
H -3.1262 2.0301 0.5030  0.26
H -3.0849 2.9127 3.2321  0.25
H -1.3545 3.8239 4.7395  0.26
H 3.4671 3.1605 4.8314  0.27
C -0.0465 3.0357 -2.9976  -0.72
C -0.3595 1.8395 -2.1539  0.66
O -0.2790 1.9404 -0.9249  -0.70
C -0.8076 0.5933 -2.7897  -0.23
C -0.9138 0.5302 -4.1693  -0.13
C -1.3498 -0.6111 -4.8286  -0.25
C -1.7143 -1.7406 -4.0994  -0.13
C -1.6334 -1.7176 -2.7307  -0.27
C -1.1730 -0.5700 -2.0293  0.38
O -1.1566 -0.6955 -0.7232  -0.70
H 0.2788 3.8419 -2.3462  0.24
H -0.9207 3.3528 -3.5670  0.25
H 0.7544 2.7931 -3.6966  0.26
H -0.6387 1.3841 -4.7712  0.22
H -1.3981 -0.6132 -5.9084  0.23
H -2.0458 -2.6334 -4.6119  0.23
H -1.8831 -2.5745 -2.1180  0.22
F 1.5573 -1.0377 -0.7792  -0.62
As 2.7604 -0.6474 -2.1460  2.85
F 1.5022 -1.1341 -3.2252  -0.61
F 3.2747 -2.2722 -2.0053  -0.60
F 3.8144 -0.2548 -3.4212  -0.59
F 3.8507 -0.1538 -0.9235  -0.61
F 2.0644 0.9554 -2.1226  -0.64
Cl -2.6053 -2.2462 1.7576  0.00
C -1.3066 -3.1271 1.0177  0.03
C -1.6060 -4.2852 0.3323  -0.25
C -0.5805 -5.0001 -0.2771  -0.14
C 0.7356 -4.5634 -0.1908  -0.23
C 1.0269 -3.4145 0.5138  -0.06
C 0.0136 -2.6596 1.1273  -0.19
C 0.3464 -1.4647 1.8658  -0.37
H -2.6296 -4.6283 0.2810  0.24
H -0.8159 -5.9105 -0.8122  0.23
H 1.5298 -5.1203 -0.6672  0.24
H 2.0489 -3.0665 0.5891  0.22
H 1.3873 -1.3481 2.1498  0.23
H -0.3874 -1.0854 2.5664  0.22

Atomic forces in eV per Å
Pt 0.46 -0.91 -0.94
C 0.09 -0.04 0.09
C -0.42 0.00 -0.15
C 0.20 0.09 0.17
C -0.09 -0.05 -0.09
C -0.70 -0.36 -0.55
C 0.11 0.36 0.47
Br 0.07 -0.24 -0.30
C 0.59 -0.28 -0.23
C 1.36 0.43 0.71
Br -0.29 0.14 0.11
C 0.61 -1.54 -2.14
O -0.19 1.35 1.77
C -1.60 0.33 0.18
N -0.35 -0.42 -0.65
H -0.01 0.05 0.06
H -0.07 0.06 -0.02
H 0.04 0.05 0.00
H -0.01 -0.01 0.00
H 0.00 0.00 0.00
H 0.03 -0.04 -0.04
C 0.00 0.13 0.17
C -0.51 -0.80 -0.74
O 0.53 0.26 0.72
C -0.16 -0.25 1.24
C -0.24 -0.66 -1.03
C 0.14 0.52 0.01
C 0.09 0.32 -0.07
C 0.29 0.55 0.84
C 0.05 0.24 -1.92
O 0.21 0.49 2.34
H 0.00 0.03 -0.02
H 0.02 -0.03 -0.02
H -0.02 -0.02 0.01
H 0.03 0.03 0.03
H -0.01 -0.02 0.01
H -0.01 -0.03 0.02
H -0.03 -0.04 -0.07
F -0.92 0.29 0.69
As 0.04 0.26 -1.33
F 0.29 0.00 0.25
F -0.01 -0.01 0.20
F 0.07 -0.03 0.11
F 0.06 -0.03 0.23
F 0.16 -0.13 0.16
Cl -0.04 0.00 0.06
C 0.19 0.11 0.00
C 0.05 -0.10 -0.05
C -0.01 0.05 0.06
C -0.07 -0.07 -0.02
C -0.08 0.16 0.12
C -0.12 -0.67 0.14
C 0.19 1.13 -1.06
H -0.01 0.01 -0.02
H 0.00 0.01 -0.02
H 0.00 0.00 0.00
H 0.00 -0.04 -0.01
H -0.07 -0.34 0.27
H 0.08 -0.28 0.23

Results
ΔE to the lowest compared entry with this formula, charge and spin = 0.0 kcal/mol
Charge = +1
E_HOMO (spin up / spin down) = -10.566 / -10.551 eV
Gap between HOMO and LUMO (spin up / spin down) = 5.8 / 3.5 eV
<S²> = 0.778
LUMO level (spin up / spin down) = -4.751 / -7.094 eV
2S+1 = 2

---

Q: The lowest ΔE to the lowest compared entry with this formula, charge and spin belongs to which entry?
A: C25H19AsBr2ClF6NO3Pt

---

Q: Which of these has the highest 2S+1?
A: C25H19AsBr2ClF6NO3Pt

---

Q: Which value of ΔE to the lowest compared entry with this formula, charge and spin does entry 2 give?
A: 13.9 kcal/mol